Entry from the OMol25 dataset: C44H26Br6O6 as an isolated structure at a distorted geometry (ωB97M-V/def2-TZVPD).

## Properties
Kohn-Sham gap = 8.5 eV

Structure (ORCA input):
```
! RIJCOSX wB97M-V def2-TZVPD def2/J DEFGRID3
* xyz 0 1
C 1.76 -2.74 -3.96
C 1.12 -3.89 -3.48
C -0.19 -3.77 -3.00
C -0.87 -2.56 -3.12
C -0.26 -1.46 -3.69
C 1.08 -1.54 -4.01
C -0.95 -0.13 -3.77
O -0.36 0.87 -4.15
C -2.40 -0.11 -3.40
C -3.13 1.05 -3.54
C -4.41 1.18 -3.03
C -4.97 0.09 -2.34
C -4.22 -1.06 -2.17
C -2.97 -1.18 -2.72
C -2.31 -2.52 -2.72
O -2.92 -3.49 -2.46
H 2.75 -2.85 -4.39
H 1.75 -4.76 -3.36
H -0.71 -4.66 -2.66
H 1.54 -0.66 -4.42
H -2.69 1.86 -4.12
H -4.88 2.15 -3.09
H -6.01 0.07 -2.05
H -4.53 -1.88 -1.52
C -2.21 -2.04 1.39
C -2.41 -2.67 2.62
C -1.40 -3.42 3.19
C -0.13 -3.33 2.69
C 0.10 -2.66 1.48
C -0.95 -2.02 0.84
C 1.47 -2.59 0.91
O 1.69 -2.11 -0.22
C 2.58 -2.95 1.85
C 3.81 -2.34 1.70
C 4.83 -2.57 2.62
C 4.64 -3.44 3.69
C 3.40 -4.09 3.77
C 2.35 -3.75 2.95
C 0.96 -4.12 3.33
O 0.79 -4.73 4.37
H -3.00 -1.47 0.93
H -3.41 -2.55 3.03
H -1.51 -4.14 4.00
H -0.75 -1.47 -0.08
H 3.89 -1.54 0.98
H 5.67 -1.87 2.57
H 5.29 -3.44 4.55
H 3.20 -4.57 4.73
C 2.83 3.46 3.44
C 2.97 2.37 2.59
C 1.92 1.96 1.81
C 0.76 2.69 1.78
C 0.62 3.76 2.66
C 1.67 4.14 3.45
C -0.57 4.61 2.65
O -0.59 5.62 3.26
C -1.74 4.09 1.94
C -2.95 4.72 2.11
C -4.05 4.37 1.37
C -3.94 3.33 0.44
C -2.72 2.61 0.31
C -1.61 3.01 1.07
C -0.35 2.28 0.87
O -0.21 1.43 0.08
H 3.61 3.75 4.12
H 3.92 1.87 2.60
H 1.99 1.09 1.17
H 1.63 5.04 4.06
H -3.04 5.53 2.84
H -5.03 4.80 1.50
H -4.81 2.95 -0.09
H -2.70 1.83 -0.44
C 4.12 -0.17 -1.86
Br 3.08 1.24 -2.68
Br 5.56 0.61 -0.81
Br 4.88 -1.37 -3.13
H 3.48 -0.70 -1.18
C 0.30 4.01 -3.27
Br -1.21 4.10 -4.49
Br -0.24 4.88 -1.64
Br 1.75 4.94 -4.08
H 0.55 2.96 -3.15
*
```



Entry from the OMol25 dataset: C44H28AsF6N10O2Ta as an isolated structure at a distorted geometry (ωB97M-V/def2-TZVPD).

## Properties
Kohn-Sham gap (spin up / spin down) = 4.9 / 5.3 eV

Structure (ORCA input):
```
! RIJCOSX wB97M-V def2-TZVPD def2/J DEFGRID3
* xyz 1 2
Ta -0.05 0.31 -0.33
C -1.73 1.34 -6.76
C -0.44 0.88 -7.03
C 0.37 0.37 -6.03
C -0.15 0.36 -4.75
C 0.42 -0.08 -3.49
N 1.61 -0.63 -3.41
C 2.14 -0.99 -2.28
C 3.49 -1.55 -2.20
C 4.44 -1.75 -3.18
C 5.67 -2.25 -2.76
C 5.91 -2.55 -1.42
C 4.93 -2.36 -0.45
C 3.73 -1.85 -0.88
C 2.48 -1.58 -0.17
N 2.26 -2.04 1.03
C 1.02 -2.12 1.47
N -0.09 -1.56 0.91
C -1.19 -2.06 1.60
N -2.45 -1.74 1.46
C -2.85 -0.87 0.57
N -2.12 -0.33 -0.47
C -3.00 0.40 -1.25
N -2.76 0.88 -2.45
C -1.62 0.65 -3.04
N -0.47 0.13 -2.47
C -1.42 0.84 -4.47
C -2.24 1.33 -5.47
C -4.30 0.43 -0.62
C -5.48 1.07 -0.96
C -6.57 0.89 -0.12
C -6.48 0.07 1.01
C -5.30 -0.59 1.34
C -4.22 -0.39 0.50
C -0.73 -2.98 2.64
C -1.42 -3.72 3.58
C -0.66 -4.47 4.47
C 0.74 -4.47 4.41
C 1.42 -3.73 3.45
C 0.65 -2.98 2.58
N 1.56 -0.98 -1.02
H -2.34 1.73 -7.57
H -0.07 0.92 -8.05
H 1.37 0.01 -6.23
H 4.24 -1.50 -4.21
H 6.45 -2.40 -3.49
H 6.88 -2.93 -1.13
H 5.11 -2.59 0.59
H -3.24 1.69 -5.24
H -5.54 1.69 -1.85
H -7.50 1.38 -0.34
H -7.35 -0.05 1.65
H -5.23 -1.23 2.20
H -2.50 -3.71 3.62
H -1.15 -5.06 5.23
H 1.30 -5.07 5.12
H 2.50 -3.72 3.40
C -0.72 4.36 -1.56
C -0.12 3.33 -0.66
O -0.68 2.13 -0.70
C 0.93 3.61 0.16
C 1.45 2.69 1.09
C 2.28 3.21 2.22
N 1.13 1.41 1.08
N 1.11 0.83 2.38
C -0.13 0.54 2.61
O -1.06 0.68 1.69
C -0.48 -0.02 3.94
C 0.52 -0.40 4.84
C 0.17 -0.95 6.06
C -1.17 -1.13 6.40
C -2.16 -0.75 5.51
C -1.81 -0.20 4.28
H -1.12 3.89 -2.45
H 0.04 5.09 -1.84
H -1.54 4.87 -1.05
H 1.31 4.61 0.16
H 2.76 4.15 1.92
H 3.03 2.48 2.52
H 1.65 3.40 3.09
H 1.56 -0.25 4.57
H 0.95 -1.24 6.76
H -1.43 -1.55 7.36
H -3.20 -0.88 5.77
H -2.58 0.10 3.57
F 1.78 1.59 -1.53
As 3.10 2.54 -2.46
F 2.11 2.31 -3.84
F 2.26 4.00 -2.15
F 4.32 3.36 -3.31
F 3.87 2.65 -0.94
F 3.86 1.02 -2.74
*
```



Entry from the OMol25 dataset: C44H28BrGdN4 as an isolated structure (ωB97M-V/def2-TZVPD).

## Properties
Kohn-Sham gap (spin up / spin down) = 5.8 / 5.1 eV

Structure (ORCA input):
```
! RIJCOSX wB97M-V def2-TZVPD def2/J DEFGRID3
* xyz 0 8
Gd 0.51 0.62 -0.89
C -6.49 -0.74 -4.04
C -5.71 0.39 -4.23
C -4.52 0.54 -3.53
C -4.10 -0.44 -2.64
C -4.88 -1.57 -2.46
C -6.08 -1.72 -3.15
C -2.81 -0.26 -1.91
C -1.78 -1.18 -2.19
C -1.84 -2.22 -3.20
C -0.68 -2.92 -3.12
C 0.11 -2.33 -2.05
N -0.60 -1.27 -1.53
C 1.32 -2.82 -1.54
C 2.07 -2.24 -0.50
C 3.04 -2.94 0.30
C 3.45 -2.08 1.28
C 2.75 -0.84 1.07
C 2.86 0.30 1.89
C 4.00 0.30 2.86
C 5.31 0.32 2.38
C 6.38 0.33 3.26
C 6.16 0.31 4.63
C 4.86 0.28 5.11
C 3.78 0.28 4.23
C 2.00 1.41 1.92
N 0.83 1.53 1.21
C 0.19 2.64 1.64
C -1.13 3.00 1.30
C -1.69 4.22 1.96
C -2.29 4.17 3.21
C -2.81 5.32 3.80
C -2.73 6.53 3.13
C -2.14 6.59 1.87
C -1.63 5.44 1.29
C -1.99 2.30 0.45
C -3.42 2.52 0.32
C -3.88 1.60 -0.56
C -2.75 0.80 -0.99
N -1.63 1.26 -0.36
C 1.00 3.31 2.63
C 2.12 2.55 2.80
N 1.93 -0.98 -0.01
C 1.81 -4.11 -2.10
C 3.06 -4.20 -2.70
C 3.50 -5.40 -3.23
C 2.71 -6.53 -3.15
C 1.47 -6.46 -2.54
C 1.02 -5.26 -2.01
H -7.42 -0.86 -4.59
H -6.03 1.16 -4.93
H -3.91 1.43 -3.68
H -4.56 -2.33 -1.76
H -6.68 -2.60 -3.00
H -2.66 -2.38 -3.88
H -0.38 -3.75 -3.74
H 3.34 -3.97 0.17
H 4.14 -2.28 2.08
H 5.48 0.34 1.31
H 7.39 0.36 2.87
H 6.99 0.32 5.32
H 4.67 0.26 6.18
H 2.77 0.26 4.61
H -2.34 3.22 3.74
H -3.27 5.27 4.77
H -3.14 7.43 3.58
H -2.08 7.54 1.35
H -1.17 5.49 0.31
H -3.98 3.26 0.85
H -4.90 1.45 -0.88
H 0.74 4.22 3.14
H 2.94 2.74 3.46
H 3.68 -3.31 -2.77
H 4.47 -5.45 -3.71
H 3.05 -7.47 -3.57
H 0.84 -7.34 -2.46
H 0.06 -5.20 -1.52
Br 1.27 1.81 -3.13
*
```



Entry from the OMol25 dataset: C44H33BrCl2IN6O2SSn as an isolated structure (ωB97M-V/def2-TZVPD).

## Properties
Kohn-Sham gap = 6.2 eV

Structure (ORCA input):
```
! RIJCOSX wB97M-V def2-TZVPD def2/J DEFGRID3
* xyz -1 1
Sn 0.14 -0.05 -0.23
O -1.88 2.76 -6.61
C -2.28 1.63 -6.28
O -2.76 0.69 -6.93
C -2.11 1.32 -4.75
C -1.68 2.30 -3.87
C -1.50 1.97 -2.53
N -1.60 0.71 -2.10
C -2.02 -0.24 -2.94
C -2.34 0.05 -4.26
C -2.16 -1.61 -2.38
C -2.55 -2.69 -3.16
C -2.76 -3.92 -2.56
C -2.59 -4.05 -1.20
C -2.16 -2.93 -0.50
N -1.94 -1.75 -1.06
C -1.20 3.00 -1.51
C -1.24 4.37 -1.79
C -1.00 5.28 -0.78
C -0.73 4.81 0.50
C -0.71 3.45 0.70
N -0.93 2.57 -0.27
H -1.49 3.28 -4.27
H -2.76 -0.67 -4.94
H -2.68 -2.58 -4.23
H -3.06 -4.77 -3.16
H -2.75 -4.99 -0.69
H -1.99 -2.98 0.57
H -1.47 4.71 -2.79
H -1.01 6.34 -0.98
H -0.54 5.50 1.32
H -0.51 3.01 1.68
Cl 3.73 -0.17 0.10
C 3.90 -1.12 1.53
C 5.08 -1.83 1.70
C 5.25 -2.64 2.82
C 4.22 -2.74 3.74
C 3.05 -2.03 3.56
Cl 1.81 -2.19 4.76
C 2.84 -1.17 2.46
S 1.40 -0.21 2.30
H 5.87 -1.74 0.97
H 6.16 -3.19 2.96
H 4.33 -3.37 4.62
C 1.83 -5.60 -1.18
C 1.28 -4.78 -0.21
C 1.12 -3.43 -0.44
C 1.50 -2.82 -1.66
C 2.14 -3.66 -2.60
C 2.28 -5.02 -2.37
N 1.31 -1.47 -1.80
C 1.52 -0.81 -3.00
C 1.22 -1.34 -4.27
C 1.45 -0.60 -5.42
C 1.96 0.69 -5.36
C 2.24 1.24 -4.12
C 2.02 0.50 -2.96
H 1.96 -6.66 -1.01
H 0.97 -5.20 0.74
H 0.73 -2.78 0.34
H 2.55 -3.23 -3.50
H 2.75 -5.63 -3.12
H 0.77 -2.32 -4.34
H 1.19 -1.02 -6.39
H 2.12 1.26 -6.27
H 2.63 2.24 -4.05
H 2.27 0.94 -2.00
Br 2.18 6.47 2.69
C 2.64 4.85 3.57
C 2.71 4.87 4.96
C 3.04 3.72 5.65
C 3.28 2.55 4.96
C 3.21 2.52 3.58
C 2.90 3.67 2.87
I 2.92 3.59 0.78
H 2.49 5.80 5.48
H 3.11 3.75 6.73
H 3.53 1.64 5.49
H 3.37 1.60 3.04
C -3.36 -2.02 4.27
N -3.02 -1.24 3.10
C -3.90 -0.60 2.25
C -3.13 0.00 1.30
N -1.80 -0.26 1.56
C -1.77 -1.00 2.64
H -4.13 -1.51 4.85
H -2.47 -2.13 4.89
H -3.72 -3.01 3.99
H -4.96 -0.63 2.40
H -3.42 0.59 0.45
H -0.88 -1.37 3.12
*
```



Entry from the OMol25 dataset: C44H33F10N7O4SV as an isolated structure at a distorted geometry (ωB97M-V/def2-TZVPD).

## Properties
Kohn-Sham gap (spin up / spin down) = 6.2 / 6.9 eV

Structure (ORCA input):
```
! RIJCOSX wB97M-V def2-TZVPD def2/J DEFGRID3
* xyz 0 2
V 0.59 -1.22 0.15
C -2.40 -1.36 2.33
N -0.99 -1.73 2.24
C -0.26 -1.16 3.37
C 1.20 -0.86 3.04
N 1.26 -0.22 1.74
C 2.34 0.66 1.58
C 3.63 0.40 2.06
F 3.92 -0.77 2.65
C 4.69 1.27 1.88
F 5.90 0.95 2.35
C 4.52 2.45 1.18
F 5.53 3.30 1.00
C 3.26 2.74 0.69
F 3.05 3.88 0.02
C 2.20 1.87 0.90
F 1.01 2.27 0.46
C -0.91 -3.18 2.16
C 0.48 -3.73 1.90
N 1.28 -2.86 1.04
C 2.56 -3.27 0.78
C 3.15 -4.50 1.13
F 2.47 -5.47 1.78
C 4.46 -4.84 0.81
F 4.92 -6.04 1.17
C 5.27 -3.97 0.11
F 6.53 -4.31 -0.20
C 4.75 -2.75 -0.25
F 5.49 -1.86 -0.91
C 3.45 -2.43 0.08
F 3.02 -1.21 -0.31
H -2.87 -1.83 3.21
H -2.93 -1.68 1.44
H -2.49 -0.28 2.41
H -0.32 -1.82 4.25
H -0.74 -0.21 3.62
H 1.80 -1.77 3.09
H 1.58 -0.18 3.81
H -1.58 -3.49 1.35
H -1.29 -3.64 3.08
H 0.35 -4.72 1.45
H 1.00 -3.88 2.86
O 1.00 -2.46 -1.51
C 0.54 -3.67 -1.50
C 1.35 -4.79 -1.78
C 0.85 -6.07 -1.74
C -0.50 -6.31 -1.44
C -1.33 -5.24 -1.20
C -0.83 -3.94 -1.22
C -1.68 -2.77 -1.06
N -1.30 -1.61 -0.54
C -2.32 -0.71 -0.75
C -3.35 -1.34 -1.36
N -2.93 -2.65 -1.55
H 2.39 -4.60 -2.01
H 1.51 -6.90 -1.94
H -0.88 -7.32 -1.40
H -2.37 -5.40 -0.96
H -2.21 0.31 -0.43
H -4.31 -0.99 -1.68
H -3.42 -3.38 -2.04
O 0.77 -0.03 -1.04
N 1.39 0.68 -1.96
N 0.58 1.53 -2.47
O -0.64 1.63 -2.23
C 1.20 2.47 -3.40
C 2.57 2.58 -3.49
C 3.10 3.52 -4.36
C 2.27 4.32 -5.12
C 0.89 4.19 -5.02
C 0.34 3.26 -4.15
H 3.21 1.95 -2.88
H 4.18 3.63 -4.43
H 2.69 5.06 -5.79
H 0.24 4.81 -5.61
H -0.72 3.14 -4.04
O -1.48 1.60 1.18
S -2.40 2.56 1.85
C -3.99 2.34 1.04
C -5.08 1.99 1.83
C -6.30 1.71 1.22
C -6.42 1.79 -0.16
C -5.32 2.14 -0.94
C -4.10 2.41 -0.34
C -2.02 4.20 1.23
C -2.45 5.31 1.93
C -2.13 6.58 1.47
C -1.36 6.71 0.32
C -0.92 5.59 -0.37
C -1.24 4.32 0.08
H -4.97 1.93 2.90
H -7.15 1.44 1.83
H -7.36 1.57 -0.63
H -5.42 2.21 -2.01
H -3.24 2.66 -0.95
H -3.04 5.19 2.84
H -2.46 7.45 2.01
H -1.10 7.70 -0.04
H -0.31 5.70 -1.26
H -0.90 3.43 -0.42
*
```